Formula: C22H38Cl2N3O11P2S
Source: OMol25
Level of theory: the ωB97M-V functional and the def2-TZVPD basis

Geometry as ORCA input:
```
! wB97M-V def2-TZVPD RIJCOSX def2/J DEFGRID3
* xyz 1 1
C -2.097 1.963 -0.654
C -1.262 0.525 -0.747
C -0.088 0.398 0.422
O 1.294 0.515 -0.144
N 1.886 1.453 0.659
C 2.303 1.277 2.133
C 2.164 -0.089 3.029
Cl 1.206 0.102 4.606
C 3.649 -0.825 3.249
C 3.683 -2.377 2.693
Cl 5.025 0.071 2.327
C 2.884 2.773 2.469
P 3.558 3.354 4.161
N 5.210 4.020 3.910
O 3.778 2.013 5.259
N 2.834 3.704 1.241
P 3.429 5.385 1.224
O 2.417 6.450 0.641
C 2.216 2.858 0.151
S 1.873 3.349 -1.624
C 3.356 2.703 -2.639
O 0.615 2.684 -2.251
O 1.792 4.873 -1.882
H -1.339 2.769 -0.261
H -3.056 1.882 0.019
H -2.408 2.295 -1.756
H -2.060 -0.315 -0.473
H -0.788 0.358 -1.806
H -0.334 1.223 1.215
H -0.165 -0.674 0.934
H 1.549 -0.862 2.360
H 3.855 -0.776 4.416
H 2.904 -2.606 1.847
H 4.757 -2.541 2.203
H 3.640 -3.137 3.600
H 5.556 4.461 4.792
H 5.808 3.200 3.625
H 4.734 2.081 5.603
H 4.716 5.352 0.520
H 3.727 5.769 2.581
H 4.334 3.323 -2.463
H 3.581 1.613 -2.210
H 3.061 2.559 -3.763
O 4.669 1.636 -4.708
C 4.565 0.963 -5.720
O 5.461 0.977 -6.750
C 4.970 0.157 -7.809
C 3.993 -0.788 -7.161
C 3.425 0.043 -6.038
H 4.493 0.800 -8.556
H 5.802 -0.376 -8.279
H 3.235 -1.166 -7.852
H 4.530 -1.649 -6.744
H 2.567 0.636 -6.365
H 3.163 -0.574 -5.175
O -5.204 0.152 1.064
C -5.308 -0.521 0.052
O -4.411 -0.507 -0.978
C -4.902 -1.327 -2.037
C -5.879 -2.272 -1.388
C -6.447 -1.441 -0.266
H -5.379 -0.684 -2.784
H -4.070 -1.859 -2.507
H -6.637 -2.650 -2.080
H -5.342 -3.133 -0.972
H -7.306 -0.847 -0.593
H -6.709 -2.058 0.597
O -7.112 -5.357 1.197
C -6.727 -4.966 2.287
O -6.085 -3.779 2.495
C -5.684 -3.698 3.863
C -6.590 -4.649 4.599
C -6.844 -5.725 3.574
H -4.631 -3.986 3.936
H -5.796 -2.670 4.219
H -6.154 -5.026 5.529
H -7.533 -4.148 4.847
H -6.076 -6.503 3.601
H -7.840 -6.159 3.686
*
```

E_tot	-3853.65124	Eh
molecular weight	685.477	g/mol
HOMO level	-11.8	eV